Record 1
Below is a structure of composition C38H42CsN7O2S2, with properties calculated with ωB97M-V/def2-TZVPD.

Maximum force (eV/A): 0.70
Relative energy (zero: lowest compared OMol25 entry of this formula, charge and spin) (kJ/mol): 0.0
Total energy (eV): -76832.58244
Total charge: -2
HOMO-LUMO gap (eV): 5.14
Molecular weight (g/mol): 825.8

```
92
Properties=species:S:1:pos:R:3:forces:R:3
C 3.83751 -2.12865 -1.41541 -0.2 0.0 0.0
H 0.90634 1.92393 2.43815 0.0 0.1 0.0
C -2.35124 -3.49748 -2.20620 0.0 0.0 0.0
C -2.78214 3.98981 -3.09747 0.0 0.0 0.0
H 0.24864 0.68054 3.46597 0.0 0.0 0.0
H -2.45847 3.90030 2.19476 0.0 0.0 0.0
H 2.63940 0.06518 -2.61552 0.0 0.0 0.0
Cs -1.04836 -0.35037 -0.10865 0.0 -0.7 0.0
C -3.35000 -0.02605 -4.71052 0.1 -0.1 0.0
H 2.82200 1.42318 1.04787 0.0 0.0 0.0
C -3.45313 4.75203 0.50499 0.1 -0.1 0.0
H 0.96236 0.41519 -2.20112 0.0 0.0 0.0
H -4.05572 5.38844 1.13730 0.0 0.0 0.0
H 0.72147 -1.29638 -3.64329 0.0 0.0 0.0
H 4.94796 0.36316 2.77159 0.0 0.0 0.0
N -1.39869 -2.51705 -2.71198 -0.1 0.2 0.0
C -3.59285 4.81791 -0.88520 0.0 0.0 -0.1
O -0.92041 2.22860 0.92520 0.1 0.4 0.3
H 4.29467 2.00391 2.77132 0.0 0.0 0.0
C 4.60886 -3.64438 0.24274 0.0 0.0 0.0
H 5.92008 -2.56754 -1.10066 0.0 0.0 0.0
C -1.67570 -0.99527 -6.11829 -0.1 0.1 0.0
H 2.14206 0.25113 -0.91660 0.1 0.0 0.1
H 1.89184 -2.60044 -3.53439 0.0 0.0 0.0
N 3.40090 0.69419 4.12623 0.0 0.0 -0.1
C -8.76161 5.09732 4.25060 0.0 0.0 0.0
H -2.04256 -3.81406 -1.20751 0.0 0.0 0.0
C 2.16082 1.47457 4.21162 0.0 0.0 0.0
N -4.41624 5.69103 -1.58845 -0.1 0.0 0.2
C 2.10036 -1.12469 3.04867 -0.2 0.0 -0.1
H 1.15961 -1.52520 3.43139 0.0 0.0 0.0
H -9.40636 5.92350 3.93352 0.0 0.0 0.0
N 1.79400 0.05231 2.22707 0.2 -0.1 0.1
H -2.03773 3.07566 -4.88585 0.0 0.0 0.0
C -0.08698 -3.12637 -2.87592 0.0 -0.1 -0.1
H 2.42953 2.53325 4.15954 0.0 0.0 0.0
C -2.97925 -0.80238 -3.59134 -0.1 0.0 -0.2
C -7.69362 4.78244 2.15993 0.0 0.0 0.0
O -8.44279 4.24350 3.17978 0.0 0.0 0.0
C -7.33813 6.11622 2.07733 0.0 0.1 0.0
C -1.97808 3.14298 -3.80705 0.0 0.0 0.0
C 3.05949 -0.73142 4.20239 0.0 0.0 0.0
H 1.72326 1.29423 5.19763 0.0 0.0 0.0
N -5.49552 6.17908 -1.15976 0.0 0.0 0.0
H 2.51972 -1.89222 2.39788 0.0 0.0 0.0
H -0.46562 1.60709 -3.66086 0.0 0.0 0.0
C -1.76679 3.14859 -1.08856 -0.4 0.1 0.0
H -7.63995 6.82555 2.83551 0.0 0.0 0.0
C 2.18146 -3.23692 -0.00419 0.2 -0.1 0.1
S 0.59931 -3.64239 0.60686 0.0 0.3 -0.2
H 2.60505 -0.91761 5.17956 0.0 0.0 0.0
H 3.47973 -0.22457 1.03573 0.0 0.0 0.0
H -3.04940 0.54683 -6.75014 0.0 0.0 0.0
S -3.89447 -0.57156 -2.12238 0.1 0.0 0.2
C 3.29658 -3.87254 0.60633 0.0 0.1 -0.1
C 2.50306 -2.32450 -1.04297 0.1 0.0 -0.1
H -3.33904 -3.04817 -2.14834 0.0 0.0 0.0
H -1.16172 -1.08427 -7.06862 0.0 0.0 0.0
C -6.15108 5.68351 0.01318 0.1 -0.2 -0.1
N 1.50415 -1.55342 -1.74176 -0.2 0.1 0.1
C -1.89571 -1.71357 -3.78480 0.0 0.0 -0.1
H -2.38244 -4.39081 -2.85488 0.0 0.0 0.0
C -1.29433 -1.79000 -5.04626 0.0 -0.1 0.0
C -6.53701 4.33610 0.09840 0.0 0.1 0.1
C -6.57827 6.56002 0.99151 0.0 0.0 0.0
C 1.84325 -0.14668 -1.88340 -0.1 0.0 0.0
H 3.99091 -1.30279 4.15845 0.0 0.0 0.0
C -1.68431 3.05292 0.37900 0.1 -0.1 0.0
H -0.48622 -2.49335 -5.20284 0.0 0.0 0.0
H -9.29228 4.49123 4.98190 0.0 0.0 0.0
C -2.70873 4.01191 -1.68714 0.0 0.0 -0.1
H 3.07419 -4.56529 1.40876 0.0 0.0 0.0
N -0.97314 2.32119 -1.80528 0.0 0.0 -0.1
C 4.89901 -2.75901 -0.79258 0.0 -0.1 0.1
C -7.29892 3.89552 1.15764 0.0 0.0 0.0
C 1.18424 1.08333 3.07025 0.0 -0.1 0.0
H 4.03535 -1.43745 -2.22753 0.0 0.0 0.0
C 3.05148 0.55463 1.67039 -0.1 0.1 0.1
C -1.08522 2.31171 -3.11168 0.0 0.1 0.0
C 1.04922 -2.12114 -3.00980 0.1 -0.1 0.0
H -7.59717 2.85762 1.24247 0.0 0.0 0.0
C -2.72047 -0.09810 -5.94164 0.0 0.0 0.1
H 5.40702 -4.15966 0.76772 0.0 0.0 0.0
C 4.02366 0.94556 2.82069 0.0 -0.1 0.0
H -6.21502 3.64415 -0.66888 0.0 0.0 0.0
H -4.16110 0.67612 -4.56058 0.0 0.0 0.0
H -3.50166 4.63034 -3.58961 0.0 0.0 0.0
H -0.06834 -3.82077 -3.73706 0.0 0.0 0.0
H -7.86278 5.51282 4.71710 0.0 0.0 0.0
H -6.30102 7.60445 0.91070 0.0 0.0 0.0
H 0.09365 -3.73281 -1.98713 0.0 0.0 0.0
C -2.53829 3.92490 1.11468 -0.1 0.1 0.0
```
Forces are in eV/Å.

Okay, here come the Löwdin numbers, in e, for every atom: -0.069, 0.093, -0.111, -0.015, 0.117, 0.099, 0.080, 0.895, -0.177, 0.114, -0.042, 0.037, 0.101, 0.102, 0.107, -0.178, -0.255, -0.241, 0.105, -0.137, 0.078, -0.136, 0.068, 0.125, -0.173, -0.116, 0.064, -0.164, 0.034, -0.157, 0.111, 0.087, -0.149, 0.096, -0.213, 0.106, -0.691, -0.292, -0.098, -0.042, -0.061, -0.163, 0.105, 0.023, 0.088, 0.101, -0.164, 0.091, -0.691, 0.405, 0.105, 0.107, 0.083, 0.360, -0.175, -0.272, 0.014, 0.079, -0.318, -0.197, -0.261, 0.084, -0.071, -0.019, -0.053, -0.131, 0.107, -0.421, 0.089, 0.085, -0.095, 0.074, 0.071, -0.135, 0.000, -0.163, 0.097, -0.157, -0.154, -0.171, 0.119, -0.144, 0.083, -0.162, 0.126, 0.077, 0.099, 0.110, 0.092, 0.104, 0.058, -0.021



Record 2
Below is a structure of composition C40H40NNdO2Si at a distorted geometry, with properties calculated with ωB97M-V/def2-TZVPD.

Maximum force (eV/A): 3.68
Total energy (eV): -70870.68579
Total charge: 0
2S+1: 4
HOMO-LUMO gap (alpha / beta) (eV): 7.68 / 7.77
Molecular weight (g/mol): 739.1

```
85
Properties=species:S:1:pos:R:3:forces:R:3
C 3.34043 -2.58260 -5.16889 0.1 0.1 -0.1
H -2.68872 -0.04569 6.96713 0.1 0.1 -0.3
Nd 0.47988 0.30628 -0.81274 -1.5 -0.9 2.6
H -1.89837 2.40012 2.71599 0.0 -0.4 0.4
H -2.33139 -1.33274 4.90968 0.1 0.5 -0.2
C 0.33941 -1.88709 -1.83100 -1.5 -0.4 -1.1
O -0.60492 -0.36136 1.16873 0.9 0.1 0.3
C -0.85635 -4.30921 3.64010 0.2 0.2 0.1
C -3.13732 -4.54576 2.91169 -0.1 0.1 0.0
C 3.71430 -2.49766 -3.83357 0.2 0.3 0.3
C -0.84524 -2.98136 3.20245 -0.2 -0.4 0.0
H 2.68495 4.44070 -2.21287 0.1 -0.3 0.0
H 3.10125 1.46413 0.89633 0.2 0.1 -0.5
O 2.49442 0.24906 -1.56882 3.7 0.1 0.3
H 0.54735 2.90705 -2.71903 -0.2 0.0 0.4
C 3.49997 1.84187 -0.06941 0.7 0.6 0.3
N 4.67303 0.11712 -1.33099 2.0 -1.7 -0.5
H -2.01166 -6.12866 3.83423 0.1 0.2 -0.1
H 2.82351 2.73945 -2.72450 0.1 0.1 0.2
H -3.49420 -2.13856 -0.07691 -0.2 0.5 0.2
H 1.20813 -2.46675 -1.51695 -0.3 0.0 -0.2
H -2.59494 -0.28861 -1.33398 0.3 -0.1 -0.2
C 4.29412 -0.40911 -5.58270 0.1 0.0 0.3
H 3.33782 -1.60805 -7.09665 0.0 0.0 0.2
H 3.83313 4.63903 0.29566 -0.1 0.0 0.1
H -6.99860 0.25096 -0.73243 0.2 0.0 0.2
C 4.81144 -1.25136 -1.93054 0.5 0.9 0.5
H 0.06211 -2.37841 3.33572 -0.4 -0.2 -0.1
C -5.61466 0.99091 0.75030 0.0 0.2 0.1
H 5.45554 0.72676 -1.41067 0.8 0.1 0.6
H 1.05324 -0.84251 -3.71008 -0.3 -0.1 0.3
C -3.12666 -3.21593 2.48089 -0.4 -0.4 0.1
H -2.26250 3.63466 4.78186 0.0 -0.4 0.0
C -1.98895 -2.41963 2.60393 0.3 0.0 0.0
C -2.48971 1.87536 6.00955 0.0 -0.1 0.1
C 0.26723 -0.99737 -2.96700 -0.7 -0.6 0.0
H 4.52874 0.41270 -6.25562 -0.1 -0.2 0.1
C 2.65572 3.05079 -0.55743 -0.4 -0.6 -0.2
H 3.48576 -3.33126 -3.16297 0.1 0.3 -0.1
C -4.39969 0.77989 1.41388 -0.3 0.4 0.1
H -1.05462 -2.14295 -0.08410 0.0 0.0 -0.7
C 0.28131 2.69993 -1.68028 0.1 0.3 1.1
C -2.04868 1.81320 3.63513 0.0 0.5 0.1
C 4.38427 -1.35616 -3.35215 -0.5 -0.4 -0.9
C 3.11153 3.46288 -1.95029 0.3 0.2 -0.2
C -1.65790 -0.68253 -1.71345 0.6 -1.4 -0.4
C -0.85809 -1.69574 -1.06057 -0.8 -1.1 -1.7
C 0.44449 2.29804 0.60913 -0.2 1.4 -0.9
C -2.28695 -0.23735 4.84937 -0.2 0.0 0.5
H 5.19976 0.55744 -3.88064 -0.1 -0.1 -0.1
H 5.88692 -1.47405 -1.83608 -0.4 0.0 0.0
C 4.67443 -0.32745 -4.23924 -0.1 0.0 -0.3
C 2.83910 4.18950 0.41917 0.5 0.7 0.5
C 3.55136 0.68786 -1.02359 -2.9 0.4 -1.0
C -0.96675 -0.26750 -2.88962 0.6 -1.0 0.2
H 2.82914 -3.47594 -5.52470 0.1 0.2 0.1
C -5.28271 -1.03621 -0.49267 0.2 -0.1 0.1
H -4.04568 -5.14681 2.79681 0.4 0.2 0.1
C -4.07252 -1.23725 0.18319 -0.3 -0.4 -0.5
Si -1.89926 -0.62271 2.03115 -1.1 -0.2 0.6
H -4.05840 -2.82500 2.05399 0.5 0.0 0.2
C -2.26066 2.54140 4.80981 0.0 0.0 -0.2
H 4.20702 3.56021 -1.96050 -0.2 0.1 -0.1
H -1.28680 0.51136 -3.57876 0.1 -0.3 0.2
H 4.28793 -1.96312 -1.29636 -0.2 0.1 0.0
H -1.90605 2.17807 -1.81191 0.2 0.1 0.2
C -0.90607 2.05080 0.19747 -0.2 1.7 0.0
C 3.62845 -1.53733 -6.05131 0.0 -0.1 0.2
H -4.10164 1.52351 2.16741 -0.1 -0.5 -0.4
C -2.06352 0.41065 3.62877 0.2 -0.1 -0.2
H -1.69654 1.65548 0.84115 0.4 0.5 -0.6
H -5.62480 -1.75643 -1.24276 0.2 0.2 0.3
C -3.59405 -0.32986 1.13834 0.4 0.0 0.1
H 4.53079 2.19736 0.13200 -0.4 -0.3 0.0
C -2.00011 -5.09371 3.49217 0.0 0.0 0.0
H 0.86676 2.08253 1.59099 -0.3 0.1 -0.2
H 0.03399 -4.73646 4.10823 -0.3 0.1 -0.1
H -6.22218 1.87357 0.98213 0.3 -0.3 -0.1
H -2.66864 2.44097 6.92374 0.1 -0.1 -0.2
C 1.19942 2.70322 -0.55874 -2.1 0.4 0.1
H 2.74326 3.85669 1.46180 -0.1 0.1 -0.3
C -1.01756 2.30135 -1.20187 0.9 1.0 0.7
C -2.49905 0.48325 6.02993 0.0 0.0 -0.1
H 2.08748 4.97139 0.24312 0.2 -0.3 0.0
C -6.05579 0.08674 -0.20780 0.0 0.0 -0.1
```
Forces are in eV/Å.

Okay, here come the Löwdin numbers, in e, for every atom: -0.077, 0.100, 1.724, 0.092, 0.098, -0.237, -0.450, -0.097, -0.089, -0.039, -0.098, 0.104, 0.148, -0.124, 0.111, -0.039, 0.111, 0.098, 0.087, 0.108, 0.097, 0.090, -0.074, 0.105, 0.089, 0.100, -0.079, 0.108, -0.090, 0.145, 0.096, -0.092, 0.101, -0.242, -0.106, -0.211, 0.105, -0.529, 0.119, -0.085, 0.087, -0.127, -0.112, -0.233, -0.034, -0.196, -0.231, -0.167, -0.086, 0.111, 0.138, -0.044, -0.039, -0.425, -0.186, 0.110, -0.084, 0.103, -0.153, 0.452, 0.095, -0.095, 0.092, 0.106, 0.130, 0.109, -0.216, -0.083, 0.094, -0.204, 0.064, 0.106, -0.209, 0.139, -0.105, 0.119, 0.098, 0.102, 0.098, -0.330, 0.094, -0.178, -0.091, 0.107, -0.102



Record 3
Below is a structure of composition C7H8IN3O3S at a distorted geometry, with properties calculated with ωB97M-V/def2-TZVPD.

Maximum force (eV/A): 4.26
Relative energy (zero: lowest compared OMol25 entry of this formula, charge and spin) (kJ/mol): 82.5
Total energy (eV): -36932.60827
Total charge: 0
HOMO-LUMO gap (alpha / beta) (eV): 5.79 / 5.79
Molecular weight (g/mol): 341.1

```
23
Properties=species:S:1:pos:R:3:forces:R:3
I 2.10031 -3.81827 3.08246 0.2 0.1 0.5
H 0.22974 2.04470 0.81687 -0.1 2.0 2.4
H 2.79947 1.28293 -1.47076 0.5 -0.2 -0.5
O 0.50807 0.69251 -2.00518 1.6 0.2 -0.5
C -1.46749 1.46903 -0.62334 -1.2 2.9 -1.3
C -0.14634 1.41360 0.10997 0.9 -1.6 -2.5
C 0.60363 -1.80710 2.02642 -0.1 0.3 -0.6
C -2.17793 0.10282 -0.51237 -0.1 0.8 -2.4
H -2.10791 2.28375 -0.30170 -0.1 0.0 0.7
O 1.12531 -1.74017 -1.18419 2.1 -0.7 -0.1
C 0.91916 1.32527 -0.92605 -2.5 -1.4 -0.1
H 2.47463 1.97283 0.00706 1.5 1.6 3.7
H -2.82483 -0.05832 0.32132 -0.6 0.5 0.7
C -1.02966 -0.81061 -0.31967 0.8 -1.8 0.0
N 2.15029 1.64446 -0.80769 -0.5 -1.1 -2.9
N 0.62998 -0.41049 1.53543 -0.9 0.2 0.2
O -0.16337 -2.69570 1.64141 -1.0 0.5 -0.9
N 1.59979 -1.83302 2.82910 1.9 -0.9 1.0
H -2.78671 0.01373 -1.45241 0.5 -0.5 0.9
H -1.15941 -1.85984 0.15410 0.3 1.2 -0.9
S 0.07410 -1.02001 -1.81541 -2.4 -0.6 0.5
H -1.24506 1.85721 -1.70547 -0.8 -1.3 1.8
C -0.10575 -0.04930 0.60011 0.0 -0.4 0.2
```
Forces are in eV/Å.

Okay, here come the natural (NBO) numbers, in e, for every atom: 0.172, 0.249, 0.430, -0.701, -0.409, -0.370, 0.612, -0.431, 0.241, -0.854, 0.757, 0.420, 0.244, -0.541, -0.669, -0.371, -0.739, -0.668, 0.229, 0.369, 1.530, 0.233, 0.268



Record 4
Below is an isolated molecule of C6H9F at a distorted geometry, with properties calculated with ωB97M-V/def2-TZVPD.

Maximum force (eV/A): 3.95
Relative energy (zero: lowest compared OMol25 entry of this formula, charge and spin) (kJ/mol): 33.1
Total energy (eV): -9084.35067
Total charge: 0
Structure (SMILES): CC1=C(F)CCC1
HOMO-LUMO gap (eV): 10.03
Molecular weight (g/mol): 100.1

```
16
Properties=species:S:1:pos:R:3:forces:R:3
C -2.06179 -0.41122 -0.62194 -1.5 -0.4 -0.3
C 1.44562 0.90736 -0.00974 -0.7 -0.5 1.6
C -0.17762 -0.53420 0.96118 0.7 -1.0 3.8
H 1.82513 -1.09335 0.95254 1.4 -1.7 -0.8
C -0.70463 -0.18853 -0.17646 0.0 0.7 0.8
H 2.45745 0.98396 -0.33607 0.6 -0.2 -0.8
H 1.69553 0.21493 2.05906 -1.0 -0.6 -0.6
C 1.29977 -0.21167 1.09202 -0.8 3.0 1.5
H -2.64723 -0.58655 0.28494 -0.3 -0.3 -0.4
H -2.57091 0.38396 -1.18925 0.6 0.1 0.2
H -2.06281 -1.28520 -1.27642 -0.4 -0.2 0.1
C 0.38796 0.41224 -0.96351 -0.5 0.8 -2.6
H -0.04614 1.14751 -1.67083 0.5 -0.1 0.3
H 0.72261 -0.42366 -1.58790 0.6 0.2 -0.3
F -0.77323 -1.24388 2.06750 0.7 1.3 -2.3
H 1.21027 1.92831 0.41488 -0.1 -1.2 -0.3
```
Forces are in eV/Å.

Okay, here come the natural (NBO) numbers, in e, for every atom: -0.637, -0.378, 0.408, 0.209, -0.094, 0.213, 0.218, -0.461, 0.236, 0.221, 0.221, -0.412, 0.207, 0.205, -0.364, 0.207